DFT (wB97M-V/def2-TZVPD) results for a single C20H30N4O3 molecule.

Atoms and positions in Å:
C -7.2346 -1.1571 -0.5254
C -7.3726 0.2506 0.0436
C -6.5214 1.2876 -0.6929
C -5.0331 0.9513 -0.7705
C -4.3856 0.8253 0.6070
N -2.9708 0.4931 0.4826
C -2.0782 1.5453 0.4600
O -2.4108 2.7028 0.5654
N -0.7573 1.1972 0.3098
C -0.2914 -0.0891 0.1885
C 1.0653 -0.3609 0.0346
C 1.4950 -1.6745 -0.0704
C 2.9647 -1.9474 -0.1725
O 3.5381 -2.7394 0.5470
N 3.5793 -1.2313 -1.1405
C 5.0113 -1.0563 -1.1773
C 5.3532 0.4363 -1.0662
N 4.5083 1.1036 -0.0891
C 4.4504 2.5444 -0.2897
C 3.4718 2.9175 -1.4026
C 4.7597 0.7126 1.2898
C 6.1142 1.1244 1.8750
C 0.5800 -2.7256 -0.0095
C -0.7650 -2.4571 0.1180
C -1.2144 -1.1399 0.2147
C -2.6460 -0.8509 0.3496
O -3.5099 -1.7017 0.3508
H -6.2409 -1.5585 -0.3451
H -7.4207 -1.1541 -1.5975
H -7.9557 -1.8224 -0.0558
H -7.1108 0.2410 1.1029
H -8.4173 0.5641 -0.0272
H -6.8970 1.3882 -1.7139
H -6.6411 2.2553 -0.2000
H -4.5211 1.7435 -1.3223
H -4.8926 0.0153 -1.3127
H -4.4591 1.7676 1.1518
H -4.8509 0.0198 1.1759
H -0.1014 1.9668 0.3090
H 1.7827 0.4477 0.0330
H 3.0411 -0.5454 -1.6463
H 5.4224 -1.4543 -2.1113
H 5.4231 -1.6336 -0.3470
H 5.1598 0.9042 -2.0342
H 6.4283 0.5469 -0.8553
H 4.1002 2.9970 0.6408
H 5.4397 2.9710 -0.5186
H 3.3700 3.9984 -1.4539
H 3.8130 2.5640 -2.3722
H 2.4934 2.4859 -1.2055
H 3.9619 1.1539 1.8957
H 4.6547 -0.3715 1.3568
H 6.9333 0.6495 1.3408
H 6.1646 0.8145 2.9151
H 6.2465 2.2032 1.8294
H 0.9428 -3.7394 -0.0664
H -1.4995 -3.2468 0.1532

E_HOMO: -8.85 eV
structure (SMILES): CCCCCn1c(=O)[nH]c2cc(C(=O)NCCN(CC)CC)ccc2c1=O
energy above the lowest of the compared OMol25 structures with the same formula, charge and spin: 13.1 kJ/mol
spin multiplicity: 1